Computed, not measured: a 2-piece molecular cluster, C16H17N overall at a distorted geometry, with ωB97M-V/def2-TZVPD.

The geometry in ORCA input format:
```
! wB97M-V def2-TZVPD RIJCOSX def2/J DEFGRID3
* xyz 0 1
C 2.051 3.269 -0.147
C 0.739 3.339 -0.776
C -0.074 4.445 -0.963
N -1.412 3.983 -1.012
C -1.340 2.570 -1.153
C -2.454 1.824 -1.401
C -2.097 0.455 -1.797
C -0.770 -0.040 -1.837
C 0.248 0.819 -1.426
C 0.018 2.143 -1.110
H 2.863 3.713 -0.723
H 2.413 2.254 -0.011
H 2.102 3.821 0.806
H 0.212 5.440 -0.928
H -2.114 4.262 -1.697
H -3.471 2.354 -1.450
H -2.836 -0.274 -1.813
H -0.556 -1.043 -2.135
H 1.252 0.443 -1.396
C 2.442 -3.438 1.969
C 1.014 -3.052 1.533
C 0.194 -2.487 2.527
C -1.175 -2.246 2.172
C -1.644 -2.319 0.800
C -0.729 -2.865 -0.117
C 0.553 -3.228 0.232
H 3.100 -3.626 1.174
H 2.368 -4.348 2.627
H 3.039 -2.657 2.593
H 0.563 -2.338 3.503
H -1.851 -2.049 2.903
H -2.720 -2.180 0.572
H -1.201 -3.191 -1.016
H 1.272 -3.756 -0.504
*
```

Properties
SMILES string   Cc1c[nH]c2ccccc12.Cc1ccccc1
Energy above the lowest of the compared OMol25 structures with the same formula, charge and spin   54.55 kcal per mole
Gap between HOMO and LUMO   0.3143 Eh

These are the Löwdin partial charges, in e, on atoms 1 to 6: atom 1 (C): -0.060, atom 2 (C): -0.242, atom 3 (C): -0.024, atom 4 (N): 0.052, atom 5 (C): -0.251, atom 6 (C): -0.004